Entry 1:
Density functional theory data (the ωB97M-V functional and the def2-TZVPD basis) for one molecule with the formula C2HNO3S2 in a non-equilibrium geometry.

Values from the calculation:
Spin multiplicity = 1
Largest force on an atom = 4.262 eV Å⁻¹
LUMO level = -1.1 eV
Orbital gap = 8.6 eV
Structure (SMILES) = On1oc(=S)oc1=S
HOMO = -9.74 eV

The geometry in XYZ format:
```
9
Properties=species:S:1:pos:R:3:forces:R:3:nbo_charge:R:1
O 0.002 -1.162 -1.524 -2.0 -0.9 -0.8 -0.512
N -0.425 -0.167 -0.632 -0.1 -1.8 0.0 0.064
O -0.698 -0.712 0.710 -0.4 0.4 0.5 -0.360
C -0.204 0.183 1.667 -0.5 -0.7 -1.0 0.453
S -0.846 0.284 3.228 1.7 0.0 -3.1 -0.018
O 0.797 0.870 0.973 -0.9 -0.3 -1.0 -0.476
C 0.671 0.617 -0.475 1.6 3.8 1.0 0.300
S 1.429 1.419 -1.724 -0.7 -1.3 2.5 0.048
H -0.726 -1.332 -2.224 1.2 0.7 2.0 0.502
```
Positions in Å, forces in eV/Å.

=====

Entry 2:
Density functional theory data (the ωB97M-V functional and the def2-TZVPD basis) for a 2-piece molecular cluster, C2HNO4 overall in a non-equilibrium geometry.

Values from the calculation:
Spin multiplicity = 1
Largest force on an atom = 7.306 eV Å⁻¹
LUMO level = -1.8 eV
Orbital gap = 7.8 eV
HOMO = -9.56 eV

The geometry in XYZ format:
```
8
Properties=species:S:1:pos:R:3:forces:R:3:nbo_charge:R:1
C 1.418 -0.268 0.403 0.7 -1.2 1.1 0.286
C 0.299 0.617 0.311 -5.6 4.6 0.4 0.494
N -1.475 -0.181 -0.439 3.8 0.2 1.4 0.492
O 1.974 -0.862 1.289 -0.6 0.8 -0.1 -0.405
O -0.070 1.759 0.287 2.3 -2.8 0.5 -0.393
O -2.278 0.673 -0.378 -0.8 0.0 -0.3 -0.284
O -1.412 -1.291 -0.856 -1.1 -0.7 -0.5 -0.339
H 1.545 -0.446 -0.616 1.3 -0.9 -2.5 0.150
```
Positions in Å, forces in eV/Å.

=====

Entry 3:
Density functional theory data (the ωB97M-V functional and the def2-TZVPD basis) for a 2-piece molecular cluster, C2HNO4 overall in a non-equilibrium geometry.

Values from the calculation:
<S²> = 2.0072
Spin multiplicity = 3
Largest force on an atom = 4.564 eV Å⁻¹
LUMO level (alpha / beta) = -0.6 / -4.6 eV
Orbital gap (alpha / beta) = 8.1 / 7.2 eV
HOMO (alpha / beta) = -8.67 / -11.86 eV

The geometry in XYZ format:
```
8
Properties=species:S:1:pos:R:3:forces:R:3:lowdin_spin:R:1
C 1.070 0.794 -0.542 -0.2 -2.4 0.9 0.058
C 0.232 -0.075 0.283 -0.3 2.4 -3.9 0.695
N -1.078 -0.634 -0.121 1.4 -0.7 0.0 0.081
O -2.038 0.065 -0.103 -1.0 0.8 0.3 0.067
O 1.874 1.045 -1.327 1.1 0.7 -1.4 0.038
O -0.996 -1.801 -0.464 0.0 0.2 0.2 0.096
O 0.356 1.370 0.418 -1.5 -0.1 1.5 0.258
H 0.579 -0.765 1.856 0.5 -0.8 2.4 0.707
```
Positions in Å, forces in eV/Å.

=====

Entry 4:
Density functional theory data (the ωB97M-V functional and the def2-TZVPD basis) for one molecule with the formula C2HNOS in a non-equilibrium geometry.

Values from the calculation:
Spin multiplicity = 1
Largest force on an atom = 9.521 eV Å⁻¹
LUMO level = -1.1 eV
Orbital gap = 9.4 eV
Structure (SMILES) = N#CC(=O)S
HOMO = -10.47 eV

The geometry in XYZ format:
```
6
Properties=species:S:1:pos:R:3:forces:R:3:nbo_charge:R:1
N -1.985 -0.535 -1.615 5.1 2.3 6.9 -0.176
C -1.229 -0.234 -0.675 -5.4 -1.9 -7.6 0.149
C -0.036 -0.108 0.122 1.5 3.8 -0.8 0.406
O 0.338 -0.943 0.829 0.0 -3.7 2.1 -0.463
S 1.243 1.377 0.201 -1.6 -2.0 0.1 -0.090
H 1.671 0.444 1.138 0.4 1.4 -0.6 0.175
```
Positions in Å, forces in eV/Å.